[1]
Below is a structure of composition C23H15N2O6Os, with properties calculated with ωB97M-V/def2-TZVPD.

The geometry in XYZ format:
```
47
Properties=species:S:1:pos:R:3:lowdin_spin:R:1
Os 2.0390 -1.5792 2.2533 2.399
O 2.6825 -5.4933 3.0888 0.021
O 3.3968 0.1333 2.9987 0.124
O 1.1478 -4.2393 5.1427 0.014
O 3.0359 -0.7306 0.6687 0.075
O 1.2314 -2.3888 3.8875 0.077
O 2.9577 -3.4391 2.2467 0.155
N 3.4146 0.5217 0.9066 0.025
N 3.6392 0.9657 2.0845 0.010
C 4.2384 3.4112 -1.2629 0.000
C -2.3426 2.2825 -2.6421 -0.004
C 2.4658 -4.3086 3.1018 0.017
C 3.4465 3.1316 -2.3707 0.002
C -1.8016 -0.3299 0.0408 0.304
C -5.0688 -3.0822 0.0943 0.061
C 2.6760 1.1115 -1.3117 0.003
C -2.4770 1.1151 -1.9083 0.053
C -4.2475 -0.8397 -0.2148 0.054
C 0.3362 -0.9797 1.4222 0.228
C 2.6688 1.9835 -2.3904 0.000
C -5.2985 -1.7408 -0.1827 -0.004
C -0.8752 1.9402 -0.3224 0.054
C -3.7720 -3.5099 0.3544 -0.004
C -0.6626 -0.6718 0.7808 0.154
C -2.9279 -1.2585 0.0267 0.021
C 3.4670 1.4118 -0.2154 0.001
C 1.5196 -3.6557 4.1595 0.012
C -1.7511 0.9169 -0.7218 0.021
C 4.2554 2.5524 -0.1763 0.002
C -1.4810 3.2885 -2.2220 0.061
C -2.7191 -2.6145 0.3267 0.054
C -0.7455 3.1046 -1.0572 -0.004
H 4.8613 2.7566 0.6938 0.000
H 3.4362 3.8091 -3.2148 0.000
H -4.4502 0.2059 -0.3962 0.002
H -1.3771 4.1990 -2.7993 0.004
H -0.0591 3.8729 -0.7205 -0.002
H -0.2916 1.7980 0.5788 0.004
H -1.7121 -2.9488 0.5408 0.004
H -3.1231 0.3308 -2.2751 0.002
H 2.0665 0.2203 -1.2930 0.001
H 2.0378 1.7661 -3.2422 0.000
H 4.8500 4.3039 -1.2442 0.000
H -2.9064 2.4007 -3.5597 -0.002
H -3.5804 -4.5499 0.5864 -0.002
H -5.8927 -3.7842 0.1210 0.004
H -6.3076 -1.3892 -0.3618 -0.002
```

The energy comes out at -41823.42811 eV. The HOMO-LUMO gap (spin up / spin down) comes out at 6.43 / 6.48 eV. As for the energy above the lowest of the compared OMol25 structures with the same formula, charge and spin: 4.8 kcal per mole. Its HOMO energy (spin up / spin down) is -3.95 / -4.93 eV. The calculation puts the LUMO energy (spin up / spin down) at 2.5 / 1.5 eV. The total charge is -1. The multiplicity is 5. As for the molar mass: 605.6 g mol⁻¹.

=====

[2]
Below is a structure of composition C23H16AuCl3N3O5S at a distorted geometry, with properties calculated with ωB97M-V/def2-TZVPD.

The geometry in XYZ format:
```
52
Properties=species:S:1:pos:R:3:lowdin_charge:R:1
Au -1.2556 1.2193 0.5277 0.819
Cl 0.9860 8.2440 -2.5067 0.714
Cl 0.7302 5.0354 -6.7866 0.660
Cl 2.6757 0.9125 -1.3612 0.717
S 5.5786 0.7642 -0.7570 0.973
O 2.9838 2.2017 2.9301 -0.012
O 2.1438 1.8251 0.8812 -0.257
O -2.1632 -2.4504 2.3166 0.011
O 3.4872 5.0742 -0.6439 -0.087
O -2.0628 -0.6431 1.0262 -0.235
N -0.8693 3.1457 -0.0547 -0.120
N 0.3883 -0.0173 2.1029 0.113
N 0.2294 5.0205 -0.2665 -0.046
C 6.3922 2.0597 0.0196 -0.427
C 3.1095 3.8482 0.0192 -0.180
C 0.2349 -1.8574 3.6078 -0.018
C 1.3542 6.6930 -3.2246 -0.589
C 4.0998 1.6388 -0.7353 -0.942
C 2.0941 -0.3628 3.7199 -0.017
C 0.9479 6.5015 -4.5347 -0.140
C -1.4995 3.9041 -1.0168 -0.121
C -0.8179 5.0700 -1.1676 -0.049
C -1.6209 -1.4121 1.9536 -0.625
C 1.5513 0.3452 2.6529 -0.162
C 0.1486 3.8490 0.3872 -0.146
C 1.9414 4.3124 -4.4742 -0.078
C 1.4366 -1.4875 4.1883 -0.065
C 5.5578 3.0966 0.2759 -0.127
C 1.2732 6.0076 -0.0680 -0.068
C 2.3390 4.5402 -3.1677 0.018
C -0.2624 -1.0746 2.5763 -0.201
C 4.2191 2.8676 -0.1637 -0.304
C 2.4599 5.9452 -1.0527 -0.286
C 2.0321 5.7200 -2.4972 -0.170
C 1.2384 5.2961 -5.1452 -0.665
C 2.3108 1.5664 2.1006 -0.617
H -2.3761 3.5505 -1.5286 0.098
H -0.9826 5.9175 -1.8087 0.110
H 2.9581 4.0201 1.0878 0.124
H 0.4214 7.2811 -5.0654 0.102
H 2.9157 6.9384 -1.0094 0.139
H 1.6690 5.8750 0.9387 0.143
H 7.4388 1.9740 0.2614 0.055
H -0.3386 -2.7141 3.9305 0.108
H 3.0193 -0.0061 4.1500 0.108
H 2.9189 3.7824 -2.6669 0.111
H 0.8695 3.4784 1.1124 0.126
H 5.8623 4.0054 0.7743 0.116
H 1.8508 -2.0640 5.0076 0.098
H 2.1803 3.3791 -4.9645 0.112
H 2.1826 3.4319 -0.3759 0.080
H 0.8202 6.9957 -0.1223 0.099
```

The energy comes out at -90915.78955 eV. The HOMO-LUMO gap comes out at 7.31 eV. As for the energy above the lowest of the compared OMol25 structures with the same formula, charge and spin: 14.8 kcal per mole. Its HOMO energy is -5.27 eV. The calculation puts the LUMO energy at 2.0 eV. The total charge is -1. As for the molar mass: 749.8 g mol⁻¹.